[1]
{"formula": "C17H36N5O6P", "method": "ωB97M-V with the def2-TZVPD basis set", "symbols": ["C", "C", "P", "O", "C", "N", "O", "C", "C", "H", "H", "H", "H", "H", "H", "H", "H", "C", "O", "N", "C", "C", "H", "H", "H", "H", "H", "H", "H", "C", "O", "N", "C", "C", "H", "H", "H", "H", "H", "H", "H", "C", "O", "N", "C", "C", "H", "H", "H", "H", "H", "H", "H", "C", "O", "N", "C", "C", "H", "H", "H", "H", "H", "H", "H"], "coordinates": [[1.34825, -0.40013, -4.80525], [1.26037, 0.15277, -3.59580], [0.54890, 1.79736, -3.30094], [1.88108, 2.71453, -3.93678], [2.16510, 2.59518, -5.18923], [2.44842, 2.44971, -6.29623], [-0.42102, 1.98360, -4.59887], [-1.81864, 1.71111, -4.39837], [-2.21086, 0.26689, -4.65930], [1.92815, -1.30077, -4.96887], [0.84426, 0.05184, -5.65170], [1.65735, -0.35382, -2.72351], [-2.33512, 2.36278, -5.10494], [-2.13063, 2.02576, -3.39664], [-1.48270, -0.43747, -4.26429], [-2.31565, 0.07925, -5.72953], [-3.17264, 0.06373, -4.19097], [3.48840, 1.88156, -0.76971], [2.50563, 1.20649, -1.02727], [4.72081, 1.38302, -0.58240], [5.86510, 2.22326, -0.27335], [4.90794, -0.05166, -0.69930], [3.44102, 2.97790, -0.67223], [6.62522, 2.11755, -1.04911], [6.30066, 1.93684, 0.67920], [5.55633, 3.26489, -0.22216], [4.62343, -0.39508, -1.69454], [4.28864, -0.58012, 0.02696], [5.95556, -0.28705, -0.52432], [7.91314, 1.37160, 2.52182], [8.32153, 2.36056, 1.94602], [8.21064, 1.04002, 3.79167], [7.68933, -0.15518, 4.41955], [9.08646, 1.92098, 4.54669], [7.24800, 0.63574, 2.03449], [7.09277, 0.09839, 5.29804], [8.50196, -0.81532, 4.72902], [7.05691, -0.69073, 3.71379], [8.65348, 2.91880, 4.61891], [10.05452, 2.01052, 4.05367], [9.22476, 1.51296, 5.54500], [-3.70125, -2.45447, -1.69910], [-3.38346, -1.99453, -2.78061], [-4.67039, -1.94958, -0.91449], [-5.01914, -2.52913, 0.36845], [-5.39011, -0.77798, -1.37899], [-3.20890, -3.34031, -1.26438], [-6.06234, -2.84050, 0.38378], [-4.86304, -1.80003, 1.16794], [-4.38736, -3.39507, 0.55948], [-5.88685, -0.98415, -2.32770], [-4.70402, 0.05633, -1.53349], [-6.13433, -0.50338, -0.63504], [-8.44589, -1.93661, 2.37230], [-8.00265, -2.84976, 1.70122], [-8.21076, -1.77956, 3.68887], [-8.76258, -0.67550, 4.44516], [-7.37484, -2.75915, 4.36192], [-9.08966, -1.14812, 1.94844], [-7.96637, -0.06825, 4.88027], [-9.40229, -1.04019, 5.25117], [-9.35878, -0.04620, 3.78711], [-6.38246, -2.78956, 3.91104], [-7.81082, -3.75482, 4.27882], [-7.28653, -2.48872, 5.41136]], "atomic_forces_ev_per_a": [[-0.1, 0.2, 0.3], [0.0, -0.3, -0.3], [-0.1, 0.0, 0.2], [-0.3, 0.1, -0.2], [0.1, -0.2, 0.4], [0.1, 0.1, -0.2], [0.1, -0.2, 0.0], [-0.4, 0.2, -0.3], [0.0, 0.1, -0.2], [-0.2, -0.1, 0.0], [0.2, 0.0, -0.1], [0.3, 0.2, 0.0], [0.0, 0.0, 0.1], [0.2, 0.0, 0.1], [-0.1, 0.0, 0.2], [0.1, 0.0, 0.0], [0.0, -0.1, 0.0], [0.0, 0.1, 0.0], [0.0, 0.0, 0.0], [0.0, 0.1, 0.0], [-0.1, -0.2, -0.2], [0.0, 0.0, 0.0], [0.0, 0.0, 0.0], [0.1, 0.1, 0.0], [0.0, 0.1, 0.0], [0.0, 0.0, 0.0], [0.0, 0.0, 0.0], [0.0, 0.0, 0.0], [0.0, 0.0, 0.0], [0.0, -0.1, 0.0], [0.0, 0.0, 0.1], [0.0, 0.0, 0.0], [0.1, 0.1, 0.0], [0.0, 0.0, -0.1], [0.0, 0.0, 0.0], [0.0, 0.0, 0.0], [0.0, 0.0, 0.0], [0.0, 0.0, 0.0], [0.0, 0.0, 0.0], [0.0, 0.0, 0.0], [0.0, 0.0, 0.0], [0.0, 0.0, 0.0], [0.0, 0.0, 0.0], [0.0, 0.0, 0.0], [0.0, 0.1, -0.1], [0.0, 0.0, 0.0], [0.0, 0.0, 0.0], [0.0, 0.0, 0.1], [0.0, 0.0, 0.0], [0.0, 0.0, 0.0], [0.0, 0.0, 0.0], [0.0, 0.0, 0.0], [0.0, 0.0, 0.0], [0.0, 0.0, 0.0], [0.0, 0.0, 0.0], [0.0, 0.0, 0.0], [0.0, -0.1, 0.0], [0.0, 0.0, -0.1], [0.0, 0.0, 0.0], [0.0, 0.0, 0.0], [0.0, 0.0, 0.0], [0.0, 0.0, 0.0], [0.0, 0.0, 0.0], [0.0, 0.0, 0.0], [0.0, 0.0, 0.0]], "lowdin_charge": [-0.025, -0.299, 0.981, -0.204, -0.458, 0.154, -0.376, -0.303, -0.081, 0.061, 0.056, 0.046, 0.114, 0.096, 0.058, 0.080, 0.058, -0.336, -0.040, -0.187, -0.038, -0.040, 0.139, 0.099, 0.044, 0.091, 0.092, 0.091, 0.083, -0.364, 0.017, -0.196, -0.058, -0.038, 0.122, 0.090, 0.090, 0.082, 0.093, 0.093, 0.085, -0.345, 0.004, -0.193, -0.057, -0.039, 0.132, 0.066, 0.089, 0.084, 0.094, 0.089, 0.083, -0.346, 0.002, -0.199, -0.060, -0.038, 0.134, 0.090, 0.090, 0.082, 0.089, 0.094, 0.086], "homo_lumo_gap_ha": 0.341, "total_charge": 0, "max_force_ev_per_a": 0.5}

[2]
{"formula": "C18H38F10NO8S3", "method": "ωB97M-V with the def2-TZVPD basis set", "symbols": ["C", "C", "O", "C", "O", "N", "C", "C", "C", "C", "C", "F", "F", "C", "F", "F", "S", "F", "F", "F", "F", "F", "C", "C", "C", "F", "H", "H", "H", "H", "H", "H", "H", "H", "H", "H", "H", "H", "H", "H", "H", "H", "H", "H", "H", "H", "H", "H", "O", "S", "O", "O", "C", "C", "C", "H", "H", "H", "H", "H", "H", "H", "H", "O", "S", "O", "O", "C", "C", "C", "H", "H", "H", "H", "H", "H", "H", "H"], "coordinates": [[0.71678, -2.08829, -0.17078], [2.26682, -1.65272, -0.28802], [3.03103, -2.83084, -0.63941], [2.30079, -0.57958, -1.49314], [3.48718, 0.25355, -1.41530], [3.49523, 1.20679, -2.44099], [4.18956, 0.55390, -3.60339], [3.77274, 1.08318, -5.04119], [2.19724, 1.25345, -5.27250], [1.45981, -0.14115, -5.24386], [-0.02694, -0.22975, -4.76355], [-0.82036, -0.84562, -5.76190], [-0.03692, -1.21585, -3.71795], [-0.70649, 1.03440, -4.09683], [-1.85789, 0.50949, -3.45577], [0.04016, 1.53308, -2.99683], [-1.34869, 2.37285, -5.21295], [-0.19975, 3.47238, -4.75593], [-2.30877, 2.92431, -3.95075], [-2.63137, 1.40670, -5.64898], [-0.52233, 1.86501, -6.53819], [-2.01889, 3.56739, -6.16189], [4.20424, 2.39588, -1.86519], [3.87461, 3.78282, -2.55005], [2.31636, 4.13517, -2.65563], [4.55553, 3.97720, -3.80693], [0.51358, -2.61632, 0.81471], [0.45121, -2.72898, -1.07905], [0.03156, -1.17396, -0.20893], [2.63120, -1.17513, 0.67085], [2.43061, -3.59386, -0.53608], [1.31742, -0.01596, -1.47112], [2.35407, -1.21636, -2.44306], [2.49389, 1.43099, -2.59856], [5.30493, 0.78065, -3.47818], [4.11729, -0.57851, -3.61493], [4.11415, 0.28584, -5.79247], [4.26463, 2.04508, -5.37246], [1.84107, 2.05934, -4.56668], [2.08682, 1.68632, -6.32732], [2.10217, -0.86307, -4.62875], [1.50162, -0.57336, -6.30450], [5.33380, 2.24113, -1.81335], [3.86167, 2.47225, -0.77512], [4.32072, 4.58446, -1.86536], [1.66395, 3.40350, -2.07337], [2.14271, 5.15301, -2.17995], [2.00705, 4.20802, -3.75362], [-0.84662, -0.39994, 1.84450], [-1.26894, 0.30595, 3.02721], [-1.97891, -0.35599, 4.08966], [-2.09461, 1.61882, 2.58650], [-3.24005, 1.45392, 1.74178], [-4.42304, 0.87739, 2.49765], [0.12562, 1.13712, 3.72843], [-2.98835, 0.84036, 0.87200], [-3.50344, 2.44663, 1.37020], [-4.22097, -0.14333, 2.82851], [-5.31149, 0.85335, 1.86420], [-4.63657, 1.46942, 3.38951], [0.65160, 1.67395, 2.94124], [0.77464, 0.37988, 4.16822], [-0.22349, 1.81941, 4.50216], [-1.65862, -2.96422, 7.83599], [-2.87399, -2.95838, 7.06599], [-3.93167, -2.01843, 7.32810], [-3.49428, -4.45055, 7.05778], [-3.77008, -5.08025, 8.31208], [-5.00076, -4.49566, 8.98093], [-2.46445, -2.86774, 5.34920], [-2.89742, -5.02275, 8.96850], [-3.94627, -6.13773, 8.10247], [-4.83783, -3.45450, 9.26633], [-5.25167, -5.05452, 9.88455], [-5.85484, -4.51425, 8.30104], [-1.69127, -3.60242, 5.12966], [-2.09601, -1.85770, 5.14907], [-3.36199, -3.05665, 4.76171]], "atomic_forces_ev_per_a": [[0.2, 0.8, -0.2], [-1.5, 0.0, -0.7], [-0.6, 0.9, 0.4], [-0.5, -2.3, 0.0], [-0.7, -0.5, 1.1], [0.3, -0.6, 0.0], [1.8, 0.2, -2.4], [-0.7, -0.4, -0.9], [0.8, 0.5, -0.8], [0.8, -0.3, -0.5], [0.8, -2.9, 0.0], [1.1, 2.0, 1.9], [-0.1, 1.8, -1.2], [-1.8, -2.2, 3.3], [2.2, 1.1, -1.5], [-0.8, -0.7, -2.6], [-4.1, 3.2, -1.5], [-1.0, -1.9, -0.8], [1.8, -0.7, -1.7], [2.4, 1.1, 0.5], [-0.5, 0.6, 2.1], [1.3, -1.9, 1.5], [0.7, 1.8, 0.8], [-0.1, 1.1, 0.6], [0.4, 0.2, -0.3], [-1.1, -0.8, 1.6], [0.3, 0.5, -1.4], [0.4, 0.7, 1.3], [1.0, -1.3, 0.2], [-0.3, -0.6, -1.1], [0.5, 0.5, -0.1], [1.4, -0.1, 0.0], [-0.2, 0.9, 1.2], [0.5, 0.2, -0.5], [-1.6, -0.4, 0.0], [-0.4, 1.5, 0.7], [-0.3, 1.1, 1.2], [-0.4, -1.1, 0.8], [0.0, -1.0, -0.7], [0.1, -0.4, 1.6], [-1.3, 0.9, -0.6], [-0.3, 0.6, 1.5], [-1.6, -0.2, -0.4], [0.3, -0.1, -1.6], [-0.3, -1.4, -0.9], [0.8, 0.8, -0.9], [0.2, -1.3, -0.7], [0.4, -0.3, 1.6], [-0.4, 0.0, 0.4], [-0.2, 1.1, 0.3], [0.4, 0.5, -1.1], [0.9, -0.5, 0.3], [-1.0, -0.2, -0.4], [0.1, -0.3, 0.2], [0.0, 0.1, 0.0], [0.2, 0.0, 0.1], [0.4, 0.0, 0.2], [0.0, 0.1, -0.1], [0.1, 0.1, 0.0], [0.0, 0.0, -0.1], [-0.1, 0.0, 0.0], [-0.1, 0.0, 0.0], [0.0, -0.1, -0.1], [-0.6, 0.1, 0.0], [-0.2, -0.5, -0.6], [0.6, -0.3, 0.2], [0.4, 0.6, -0.4], [-0.3, -0.3, 0.9], [0.0, 0.3, 0.1], [0.1, -0.1, 0.2], [0.0, 0.1, -0.2], [0.2, 0.2, -0.3], [0.0, -0.1, 0.0], [0.1, -0.1, -0.1], [0.0, -0.1, 0.0], [-0.1, 0.0, 0.1], [-0.2, -0.6, 0.4], [0.0, 0.0, 0.1]], "lowdin_charge": [-0.053, -0.321, -0.054, -0.104, -0.080, -0.093, -0.076, -0.140, -0.182, -0.061, -0.326, 0.080, 0.037, -0.322, 0.066, 0.046, 0.967, -0.175, -0.164, -0.145, -0.140, -0.145, -0.033, -0.270, -0.027, -0.053, 0.099, 0.102, 0.069, 0.155, 0.095, 0.126, 0.129, 0.147, 0.157, 0.148, 0.141, 0.117, 0.072, 0.136, 0.121, 0.159, 0.166, 0.169, 0.160, 0.083, 0.101, 0.089, -0.293, 0.630, -0.285, -0.256, -0.260, -0.067, -0.111, 0.113, 0.124, 0.070, 0.086, 0.091, 0.070, 0.081, 0.082, -0.283, 0.604, -0.282, -0.269, -0.267, -0.077, -0.129, 0.116, 0.122, 0.069, 0.081, 0.085, 0.077, 0.023, 0.080], "homo_lumo_gap_ha": 0.297, "total_charge": 1, "max_force_ev_per_a": 5.4}

[3]
{"formula": "C5H11N", "method": "ωB97M-V with the def2-TZVPD basis set", "symbols": ["C", "N", "C", "C", "C", "C", "H", "H", "H", "H", "H", "H", "H", "H", "H", "H", "H"], "coordinates": [[-0.44198, 1.25472, 1.48486], [-1.44530, -1.22316, -0.21897], [-0.31825, -0.42633, -0.40190], [0.29692, 0.33290, 0.51824], [1.85339, 0.33232, 0.65313], [0.04047, -0.24737, -1.94682], [-0.29826, 2.27956, 1.18811], [-1.51792, 0.88633, 1.48854], [-0.16805, 1.21918, 2.53672], [-1.81366, -1.44862, 0.67816], [-1.48242, -1.95693, -1.00212], [2.12295, 0.71613, 1.71213], [2.22612, -0.72525, 0.52068], [2.31623, 1.00174, -0.25405], [-0.67435, -1.01105, -2.50945], [1.15311, -0.50473, -2.32545], [-0.32992, 0.62822, -2.34559]], "atomic_forces_ev_per_a": [[-1.4, -2.6, 0.5], [-0.3, -0.5, -3.2], [0.5, 0.3, -1.6], [1.4, 0.8, 1.6], [0.1, 1.5, -1.9], [1.1, -5.8, 0.0], [-0.3, 0.4, -0.4], [0.9, 1.2, -0.2], [0.4, -0.2, 0.2], [0.2, -0.2, 0.4], [-0.5, 1.6, 2.2], [-0.2, -0.5, -2.0], [-0.2, 1.3, 0.2], [-0.5, -1.4, 2.5], [1.7, 1.1, 0.9], [-2.6, 0.8, 1.1], [-0.3, 2.4, -0.3]], "lowdin_charge": [-0.086, 0.062, -0.369, -0.357, -0.090, -0.035, 0.066, 0.084, 0.054, 0.076, 0.116, 0.085, 0.067, 0.105, 0.083, 0.117, 0.023], "homo_lumo_gap_ha": 0.285, "total_charge": 0, "max_force_ev_per_a": 5.9}

Please write out number 3 again, unchanged.
{"formula": "C5H11N", "method": "ωB97M-V with the def2-TZVPD basis set", "symbols": ["C", "N", "C", "C", "C", "C", "H", "H", "H", "H", "H", "H", "H", "H", "H", "H", "H"], "coordinates": [[-0.44198, 1.25472, 1.48486], [-1.44530, -1.22316, -0.21897], [-0.31825, -0.42633, -0.40190], [0.29692, 0.33290, 0.51824], [1.85339, 0.33232, 0.65313], [0.04047, -0.24737, -1.94682], [-0.29826, 2.27956, 1.18811], [-1.51792, 0.88633, 1.48854], [-0.16805, 1.21918, 2.53672], [-1.81366, -1.44862, 0.67816], [-1.48242, -1.95693, -1.00212], [2.12295, 0.71613, 1.71213], [2.22612, -0.72525, 0.52068], [2.31623, 1.00174, -0.25405], [-0.67435, -1.01105, -2.50945], [1.15311, -0.50473, -2.32545], [-0.32992, 0.62822, -2.34559]], "atomic_forces_ev_per_a": [[-1.4, -2.6, 0.5], [-0.3, -0.5, -3.2], [0.5, 0.3, -1.6], [1.4, 0.8, 1.6], [0.1, 1.5, -1.9], [1.1, -5.8, 0.0], [-0.3, 0.4, -0.4], [0.9, 1.2, -0.2], [0.4, -0.2, 0.2], [0.2, -0.2, 0.4], [-0.5, 1.6, 2.2], [-0.2, -0.5, -2.0], [-0.2, 1.3, 0.2], [-0.5, -1.4, 2.5], [1.7, 1.1, 0.9], [-2.6, 0.8, 1.1], [-0.3, 2.4, -0.3]], "lowdin_charge": [-0.086, 0.062, -0.369, -0.357, -0.090, -0.035, 0.066, 0.084, 0.054, 0.076, 0.116, 0.085, 0.067, 0.105, 0.083, 0.117, 0.023], "homo_lumo_gap_ha": 0.285, "total_charge": 0, "max_force_ev_per_a": 5.9}